{
  "formula": "C13H4Cl4FO6S2",
  "method": "ωB97M-V/def2-TZVPD",
  "relative_energy_kcal_mol": 10.0,
  "total_charge": -1,
  "energy_ev": -100307.3306,
  "gap_ev": 6.12,
  "species": ["Cl", "Cl", "Cl", "Cl", "S", "S", "F", "O", "O", "O", "O", "O", "O", "C", "C", "C", "C", "C", "C", "C", "C", "C", "C", "C", "C", "C", "H", "H", "H", "H"],
  "coordinates": [[-3.14633, -4.75910, -1.48315], [1.29268, -0.68944, -3.15638], [-0.09386, -2.51025, -5.33204], [-1.74882, -2.93217, 0.68036], [-0.75536, 0.11066, 1.57725], [0.94917, 1.36084, -0.56550], [-1.38075, 0.17112, -0.99910], [-0.11701, -0.92150, 2.36315], [2.29718, 0.84882, -0.67217], [0.37661, 2.25223, -1.55117], [-2.17233, -4.25738, -4.20937], [0.42983, -1.28862, -0.41100], [-2.17494, 0.38043, 1.65575], [-0.25078, -0.11261, -0.26573], [1.93286, 3.64013, 2.67751], [0.15132, 1.61300, 2.02914], [-1.32731, -2.82790, -0.98929], [1.83498, 3.20307, 1.35419], [-1.60214, -3.57127, -3.35629], [-0.34150, -1.90784, -1.38462], [0.24391, 2.03577, 3.35483], [-0.53334, -2.60979, -3.69557], [1.14038, 3.05864, 3.67407], [0.93199, 2.18549, 1.04780], [-1.94092, -3.64699, -1.92057], [0.05266, -1.81056, -2.72993], [-0.37010, 1.54990, 4.10999], [2.64359, 4.42744, 2.92714], [2.45190, 3.62040, 0.56136], [1.22645, 3.38748, 4.70933]],
  "lowdin_charge": [0.683, 0.765, 0.683, 0.764, 0.748, 0.748, 0.063, -0.311, -0.310, -0.295, -0.083, -0.019, -0.295, -0.528, -0.062, -0.245, -0.600, -0.039, -0.523, -0.378, -0.039, -0.642, -0.062, -0.245, -0.642, -0.600, 0.125, 0.108, 0.125, 0.108]
}